Entry 1:
{"formula": "C55H50BGeKN8O3", "method": "wB97M-V/def2-TZVPD", "elements": ["K", "N", "C", "N", "C", "N", "N", "C", "C", "C", "C", "C", "C", "N", "C", "C", "C", "C", "C", "C", "H", "H", "H", "H", "H", "H", "H", "H", "H", "H", "H", "C", "N", "C", "C", "C", "C", "C", "N", "C", "C", "C", "C", "C", "C", "H", "H", "H", "H", "H", "H", "H", "H", "H", "H", "H", "O", "N", "C", "Ge", "C", "C", "C", "C", "C", "C", "C", "C", "C", "C", "C", "C", "C", "C", "C", "C", "C", "C", "H", "H", "H", "H", "H", "H", "H", "H", "H", "H", "H", "H", "H", "H", "H", "H", "C", "C", "C", "C", "C", "C", "C", "C", "O", "B", "O", "C", "C", "H", "H", "H", "H", "H", "H", "H", "H", "H", "H", "H", "H"], "coordinates": [[0.55223, -2.48200, 1.46229], [1.53356, -2.87262, -3.34747], [1.21073, -2.06087, -2.25861], [1.81252, -2.09410, -1.14202], [2.86060, -3.01635, -0.93958], [3.48132, -3.14504, 0.26587], [3.11762, -2.40978, 1.23530], [3.77977, -2.66443, 2.43528], [3.49874, -1.98432, 3.59169], [4.22570, -2.27429, 4.82426], [3.94129, -1.62184, 5.97738], [2.91362, -0.62872, 6.01016], [2.26441, -0.39081, 4.80902], [2.49803, -0.98825, 3.64140], [3.28555, -3.87107, -2.02385], [4.34772, -4.78908, -1.96003], [4.69070, -5.59787, -3.05279], [3.99542, -5.52323, -4.24201], [2.92899, -4.60291, -4.33464], [2.59138, -3.80817, -3.26502], [0.94172, -2.87372, -4.15532], [0.40121, -1.36491, -2.43536], [4.53889, -3.44149, 2.46298], [5.00382, -3.03006, 4.79360], [4.49736, -1.85604, 6.88182], [2.65086, -0.08977, 6.91183], [1.46552, 0.36062, 4.79417], [4.89015, -4.85403, -1.02608], [5.51720, -6.29544, -2.95851], [4.25187, -6.15087, -5.08831], [2.35762, -4.51997, -5.25661], [-1.25792, -2.67320, 4.84635], [-1.15730, -3.08731, 3.44853], [-2.21985, -3.56075, 2.90826], [-2.35067, -4.01944, 1.54630], [-3.53624, -4.52944, 0.98372], [-3.23460, -4.83514, -0.34888], [-1.87571, -4.49041, -0.51008], [-1.33589, -4.00363, 0.61775], [-2.31197, -1.62198, 5.16252], [-2.74895, -0.71287, 4.20136], [-3.68768, 0.26258, 4.51911], [-4.21373, 0.34360, 5.80373], [-3.78524, -0.55908, 6.76947], [-2.84321, -1.53012, 6.44726], [-0.28398, -2.26848, 5.13441], [-1.43775, -3.53753, 5.49453], [-3.14666, -3.64476, 3.49627], [-4.48402, -4.65023, 1.49623], [-3.89407, -5.24732, -1.10030], [-1.27467, -4.58579, -1.40800], [-2.34783, -0.77877, 3.19752], [-4.00730, 0.96101, 3.75220], [-4.94764, 1.10245, 6.05178], [-4.18618, -0.50909, 7.77576], [-2.51379, -2.23239, 7.20653], [-1.89514, 0.50650, 0.84042], [-0.73424, 0.15582, 1.60126], [0.28186, 0.89966, 1.56407], [0.71777, 2.64828, 0.78706], [1.50471, 3.62440, 2.29058], [2.07640, 2.96309, 3.38176], [2.65125, 3.67969, 4.42692], [2.67347, 5.06633, 4.38944], [2.11005, 5.73805, 3.31104], [1.52837, 5.01870, 2.27374], [2.10391, 2.36824, -0.52981], [2.43971, 1.05790, -0.89108], [3.56024, 0.81021, -1.67641], [4.35984, 1.86558, -2.09465], [4.03576, 3.17201, -1.74029], [2.91425, 3.42093, -0.95686], [-0.78962, 3.72423, 0.22485], [-1.76986, 4.04500, 1.16598], [-2.93954, 4.68951, 0.77808], [-3.13863, 5.01966, -0.55594], [-2.15857, 4.72948, -1.49583], [-0.99022, 4.08318, -1.10391], [1.06476, 0.44336, 2.19096], [2.09216, 1.87877, 3.43155], [3.07629, 3.14782, 5.26903], [3.13457, 5.62370, 5.19608], [2.11932, 6.82091, 3.28094], [1.08000, 5.55440, 1.44068], [1.84264, 0.20988, -0.56637], [3.80491, -0.21289, -1.93845], [5.25091, 1.66857, -2.67858], [4.66471, 3.99569, -2.06066], [2.67711, 4.44361, -0.67328], [-1.62427, 3.77924, 2.20833], [-3.69744, 4.92623, 1.51577], [-4.05966, 5.49934, -0.86508], [-2.30587, 4.99477, -2.53619], [-0.23201, 3.84911, -1.84317], [-4.64327, 1.38531, -6.18937], [-3.15072, 1.06749, -6.30604], [-2.52941, 2.04980, -7.30763], [-2.99903, -0.36466, -6.84991], [-2.44517, 1.13677, -4.94743], [-1.04981, 1.21580, -4.88693], [-0.34397, 1.14490, -3.68578], [-1.08616, 0.98633, -2.54863], [-0.65112, 0.84166, -1.24906], [-1.81761, 0.69933, -0.50169], [-2.95617, 0.79093, -1.30382], [-2.46607, 0.93992, -2.57940], [-3.17044, 1.00316, -3.75548], [-5.08383, 1.43040, -7.18834], [-4.80980, 2.34851, -5.69778], [-5.18052, 0.61552, -5.63043], [-3.10298, 2.04090, -8.23816], [-1.49968, 1.78677, -7.55557], [-2.53382, 3.06762, -6.90839], [-3.49472, -0.46474, -7.82191], [-3.44355, -1.08423, -6.15799], [-1.94408, -0.62325, -6.96933], [-0.47946, 1.31339, -5.80165], [0.73886, 1.18249, -3.64902], [-4.25063, 0.93049, -3.73535]], "mulliken_charge": [0.79, 0.14, -1.23, 0.80, -1.11, -0.71, 0.46, -1.06, 0.82, -1.24, 0.03, -1.59, -0.02, 0.07, 1.15, -0.54, -0.63, -0.54, -0.68, -0.18, 0.23, 0.58, 0.18, 0.30, 0.37, 0.39, 0.71, 0.42, 0.35, 0.35, 0.34, -1.23, -0.22, -0.10, 0.01, -0.71, -0.82, -0.49, -0.12, 0.50, 0.34, -0.74, -0.40, -0.50, -0.65, 0.36, 0.42, 0.27, 0.40, 0.39, 0.48, 0.23, 0.44, 0.37, 0.35, 0.35, -0.33, 0.00, -0.88, 2.41, -0.22, -0.29, -0.71, -0.43, -0.72, -0.41, -0.03, -0.05, -0.63, -0.66, -0.79, 0.04, 0.34, -0.55, -0.75, -0.51, -0.56, -0.37, -0.12, 0.04, 0.50, 0.36, 0.38, 0.35, 0.74, 0.40, 0.40, 0.36, 0.39, 0.40, 0.40, 0.37, 0.42, 0.30, -1.98, 1.98, -1.75, -1.64, 1.05, -0.46, -1.05, -0.45, 0.79, 0.23, -0.46, 0.49, -1.05, 0.44, 0.43, 0.33, 0.45, 0.35, 0.38, 0.43, 0.37, 0.36, 0.21, 0.71, 0.39], "lumo_ev": 3.31, "e_homo_ha": 0.0322, "de_lowest_kcal_mol": 21.1, "gap_ha": 0.0895, "e_tot_ha": -5491.4222, "total_charge": -2}


Entry 2:
{"formula": "C2H3Br2F", "method": "wB97M-V/def2-TZVPD", "elements": ["C", "C", "F", "Br", "Br", "H", "H", "H"], "coordinates": [[-0.92019, -0.25768, -0.34121], [-0.33682, 0.76530, 0.40715], [-0.18269, 0.70441, 1.72457], [0.79346, 1.95689, -0.48634], [1.87393, -1.50838, -0.63808], [-1.03137, 0.01431, -1.44325], [1.35101, -0.75686, 0.63967], [-1.54734, -0.91798, 0.13750]], "lowdin_spin": [0.80, 0.72, 0.15, 0.17, 0.08, 0.03, 0.01, 0.05], "lumo_ev": [0.30, -2.26], "e_homo_ha": [-0.2325, -0.3905], "gap_ha": [0.2434, 0.3073], "multiplicity": 3, "e_tot_ha": -5325.7057, "s_squared": 2.007, "total_charge": 0}


Entry 3:
{"formula": "C21H15ClNO3S", "method": "wB97M-V/def2-TZVPD", "elements": ["O", "N", "O", "C", "C", "C", "C", "C", "C", "C", "O", "C", "C", "C", "C", "C", "C", "S", "C", "C", "C", "C", "C", "Cl", "C", "C", "C", "H", "H", "H", "H", "H", "H", "H", "H", "H", "H", "H", "H", "H", "H", "H"], "coordinates": [[0.49482, 5.87556, -4.03582], [-0.62121, 5.42760, -3.69020], [-1.69488, 6.01972, -3.94802], [-0.66689, 4.20367, -2.95881], [-1.90336, 3.73097, -2.48073], [-1.90877, 2.71384, -1.53764], [-0.70313, 2.13713, -1.09973], [-0.72073, 1.05535, -0.01984], [0.11645, -0.10551, -0.34783], [-0.23763, -1.41530, 0.05154], [-1.23840, -1.67725, 0.75222], [0.63140, -2.53781, -0.45582], [1.36313, -2.43341, -1.64967], [2.06568, -3.53816, -2.15216], [2.02345, -4.76399, -1.47590], [1.29771, -4.86946, -0.27660], [0.60994, -3.76502, 0.22850], [-0.08483, 1.78304, 1.53248], [-0.23427, 0.50482, 2.69634], [0.92420, -0.13926, 3.15372], [0.82962, -1.14497, 4.11062], [-0.41907, -1.51079, 4.62880], [-1.57190, -0.84136, 4.18238], [-3.10693, -1.26171, 4.81090], [-1.48343, 0.18448, 3.24396], [0.51522, 2.57346, -1.63246], [0.53887, 3.57790, -2.59744], [-2.82116, 4.19573, -2.82630], [-2.84721, 2.35561, -1.10925], [-1.75094, 0.76251, 0.22832], [1.10935, 0.09271, -0.73884], [1.36692, -1.48337, -2.18789], [2.63436, -3.43792, -3.07947], [2.55641, -5.63132, -1.87326], [1.25858, -5.81487, 0.26358], [0.03370, -3.84293, 1.14836], [1.87620, 0.17261, 2.72171], [1.73534, -1.64557, 4.45234], [-0.51897, -2.28585, 5.38820], [-2.36836, 0.71733, 2.91552], [1.45328, 2.13417, -1.29456], [1.46745, 3.92759, -3.04123]], "nbo_charge": [-0.40, 0.51, -0.41, -0.02, -0.17, -0.21, 0.06, -0.36, -0.54, 0.40, -0.76, 0.01, -0.23, -0.23, -0.25, -0.22, -0.23, 0.17, -0.16, -0.21, -0.21, -0.24, -0.04, -0.01, -0.20, -0.16, -0.18, 0.24, 0.22, 0.24, 0.18, 0.22, 0.20, 0.20, 0.20, 0.23, 0.23, 0.21, 0.22, 0.23, 0.22, 0.24], "lumo_ev": 1.48, "e_homo_ha": -0.1212, "gap_ha": 0.1756, "e_tot_ha": -1948.0559, "total_charge": -1, "smiles": "O=[N+]([O-])c1ccc([C@@H](/C=C(\\[O-])c2ccccc2)Sc2cccc(Cl)c2)cc1"}


Max |F|? In order: 0.81, 5.08, 2.68 eV/A.